No. 1
{"formula": "C39H33Cl2HgN5O3PSe3", "method": "ωB97M-V with the def2-TZVPD basis set", "spin_multiplicity": 2, "e_homo_ev": [-1.140, -1.135], "gap_ev": [4.94, 4.94], "relative_energy_kcal_mol": 13.84, "total_charge": -2, "species": ["C", "Se", "C", "Hg", "C", "C", "H", "H", "H", "C", "O", "H", "Se", "H", "C", "H", "C", "C", "P", "H", "C", "H", "N", "H", "C", "C", "C", "C", "C", "H", "C", "H", "C", "C", "H", "O", "N", "C", "O", "H", "N", "C", "C", "Se", "C", "C", "H", "H", "H", "H", "H", "C", "H", "C", "C", "C", "H", "C", "C", "H", "H", "H", "C", "H", "C", "H", "H", "C", "C", "C", "N", "H", "H", "Cl", "Cl", "H", "H", "C", "N", "C", "C", "H", "C", "H", "C", "H", "C"], "positions_angstrom": [[-6.40, -1.85, -0.42], [-2.26, 3.50, -3.33], [-2.05, 3.76, 1.36], [0.36, -0.53, -1.16], [2.88, -2.57, -4.73], [4.28, -2.04, 5.07], [-0.49, -3.10, 0.61], [-7.16, -1.31, 0.13], [2.11, 4.32, 1.37], [1.69, -0.46, -4.82], [0.64, 0.88, -3.12], [1.79, 0.54, -6.72], [0.97, 0.59, 2.72], [3.29, -0.37, 4.12], [0.99, 0.68, -4.27], [4.74, 4.19, 0.94], [-4.11, -2.08, -1.17], [3.35, -1.45, 4.21], [1.30, -1.47, 2.29], [-3.37, 6.55, -0.87], [2.03, -1.62, -4.03], [3.49, -5.29, 4.54], [1.52, 3.44, -0.46], [3.77, 4.43, -0.52], [-2.27, 4.75, -0.85], [-6.74, -3.02, -1.10], [2.54, -3.62, 3.60], [-8.10, -3.50, -1.06], [-2.85, 4.74, 1.94], [0.50, 2.63, -2.09], [2.31, 2.36, -0.28], [-2.35, -3.05, 5.20], [-2.77, -1.60, -1.21], [-3.01, 5.77, -0.22], [-3.52, -4.30, 3.40], [2.02, 1.24, -0.69], [3.51, 2.57, 0.39], [0.29, 3.26, -1.23], [1.64, -1.84, -2.86], [-3.92, 6.57, 1.54], [-2.03, 4.89, -2.20], [-3.32, 5.77, 1.13], [-4.48, -3.25, -1.85], [2.08, -2.01, 0.35], [-5.10, -1.39, -0.45], [-5.78, -3.72, -1.81], [-6.05, -4.62, -2.34], [1.87, -4.24, 3.01], [-0.27, -1.82, 4.69], [-2.61, -4.29, 1.11], [-3.08, 4.70, 3.00], [-2.60, -3.77, 3.19], [4.93, 1.05, 0.00], [1.52, 4.56, 0.48], [2.48, -2.23, 3.48], [-2.08, -3.78, 1.90], [-1.64, 2.97, 1.98], [-0.90, -3.11, 1.62], [3.26, -2.42, -6.03], [-0.63, 2.09, 0.21], [0.50, 4.75, 0.80], [0.78, 1.48, -5.01], [4.23, 1.37, 0.79], [5.04, -3.88, 5.86], [2.85, -1.30, -6.76], [0.02, 4.25, -1.59], [3.54, 0.56, 0.98], [4.34, 3.70, 0.05], [-1.94, -3.08, 4.20], [-0.23, -2.42, 2.62], [-9.19, -3.89, -1.03], [4.80, 1.59, 1.69], [-4.82, -0.48, 0.07], [3.39, -3.97, -3.83], [3.35, -1.15, -8.44], [5.19, 3.37, -0.57], [3.89, -3.17, -6.49], [2.09, -0.34, -6.16], [-0.85, 2.77, -0.51], [-1.74, 3.75, 0.00], [-1.62, -1.21, -1.18], [-3.72, -3.79, -2.40], [4.33, -3.42, 5.19], [4.96, -1.42, 5.64], [-0.77, -2.39, 3.91], [1.92, 5.47, 0.02], [3.45, -4.21, 4.45]], "lowdin_charge": [-0.033, 0.337, -0.066, 0.928, -0.581, -0.096, 0.045, 0.115, 0.088, -0.119, -0.089, 0.108, 0.216, 0.056, -0.188, 0.085, -0.245, -0.112, 0.065, 0.091, -0.415, 0.095, -0.043, 0.073, -0.439, -0.253, -0.099, -0.199, -0.140, 0.076, -0.526, 0.094, -0.155, -0.069, 0.094, -0.081, -0.146, -0.221, -0.167, 0.078, -0.515, -0.146, -0.027, 0.330, -0.010, -0.043, 0.112, 0.107, 0.099, 0.100, 0.079, -0.100, 0.091, -0.027, -0.410, -0.082, 0.092, -0.116, -0.155, 0.080, 0.084, 0.128, -0.077, 0.091, -0.684, 0.099, 0.013, -0.075, -0.096, -0.411, 0.123, 0.085, 0.125, 0.656, 0.578, 0.085, 0.095, -0.094, 0.036, -0.257, -0.107, 0.117, -0.109, 0.094, -0.109, 0.083, -0.094]}


No. 2
{"formula": "C39H33N3O3P2Pd", "method": "ωB97M-V with the def2-TZVPD basis set", "e_homo_ev": -0.267, "gap_ev": 4.71, "relative_energy_kcal_mol": 10.69, "total_charge": -2, "species": ["H", "C", "C", "H", "C", "H", "H", "H", "C", "H", "C", "H", "N", "H", "C", "C", "C", "H", "H", "H", "H", "Pd", "C", "C", "C", "H", "H", "C", "H", "C", "H", "N", "H", "H", "H", "C", "H", "C", "C", "C", "P", "H", "N", "C", "C", "H", "H", "C", "H", "C", "O", "C", "H", "H", "C", "C", "C", "C", "C", "H", "C", "O", "C", "P", "C", "C", "C", "O", "C", "H", "H", "H", "C", "C", "C", "H", "H", "H", "C", "C", "C"], "positions_angstrom": [[3.44, -4.51, 3.57], [2.30, 2.16, -0.66], [2.68, -1.18, -3.33], [-7.95, -1.29, 1.34], [1.73, -4.36, 4.87], [-1.65, -2.90, -2.23], [4.09, -1.90, -1.88], [2.31, 4.52, -3.74], [1.35, -0.86, -3.57], [-0.04, -3.93, 6.02], [0.65, -3.58, 5.26], [0.53, -4.17, -1.28], [1.47, 0.84, 1.25], [-7.49, 0.86, 0.21], [1.11, 2.91, -0.95], [-6.69, 0.15, 0.35], [-2.02, 2.03, -3.85], [2.87, -1.35, 2.00], [-1.26, 2.74, -4.18], [-0.15, -7.04, 1.82], [3.37, 0.72, 0.54], [-0.85, 0.85, 0.55], [2.60, -3.91, 3.89], [-4.37, -0.46, 0.07], [0.23, -5.71, 0.18], [-0.63, -0.78, -2.76], [-2.76, -3.50, -0.99], [3.43, 2.29, -1.47], [3.42, -1.01, -4.10], [-0.20, -6.02, 1.46], [0.30, 4.35, -2.33], [-1.96, -1.57, -0.63], [-4.69, -0.48, -2.64], [-5.22, 1.39, -0.58], [4.30, 1.69, -1.22], [-2.43, -2.60, -1.53], [-0.98, -5.23, 3.30], [-3.01, 1.60, -4.72], [2.41, -2.66, 3.28], [-0.71, -3.69, 1.83], [-2.64, -0.01, -0.38], [-6.09, -2.90, 1.68], [1.85, -0.21, 2.07], [3.46, 3.12, -2.58], [-0.67, -5.00, 2.29], [-3.82, -2.37, 0.89], [-1.02, -2.89, 2.49], [0.77, -1.52, -1.31], [-0.37, -1.69, 4.93], [-0.30, -3.37, 0.53], [3.27, -2.28, 2.33], [-3.97, 0.70, -4.28], [-3.04, 1.96, -5.74], [-1.23, 1.89, -1.82], [-6.95, -1.06, 0.99], [2.32, 3.86, -2.88], [-5.91, -1.96, 1.18], [-2.93, 0.63, -2.09], [-5.42, 0.44, -0.10], [-4.75, 0.36, -4.95], [3.05, -1.67, -2.08], [0.00, 0.11, 3.43], [-3.93, 0.22, -2.97], [-0.40, -1.56, 0.11], [0.18, -4.40, -0.28], [0.40, -1.04, -2.57], [1.32, -1.86, 3.68], [0.05, 2.83, -0.26], [0.46, -2.34, 4.66], [4.35, 3.19, -3.19], [1.89, -5.33, 5.32], [-3.28, -2.23, -2.12], [-4.63, -1.67, 0.72], [2.11, -1.84, -1.08], [2.39, 1.21, 0.43], [2.42, -2.20, -0.11], [0.60, -6.49, -0.47], [1.05, -0.46, -4.52], [1.18, 3.77, -2.10], [0.99, -0.52, 3.05], [-1.98, 1.57, -2.54]], "nbo_charge": [0.201, -0.163, -0.255, 0.191, -0.210, 0.196, 0.199, 0.178, -0.152, 0.189, -0.303, 0.204, -0.297, 0.195, 0.398, -0.228, -0.216, 0.487, 0.214, 0.192, 0.142, 0.180, -0.324, -0.262, -0.252, 0.217, 0.186, -0.173, 0.194, -0.231, 0.194, -1.099, 0.208, 0.216, 0.186, -0.422, 0.209, -0.247, 0.430, -0.197, 1.092, 0.198, -0.566, -0.357, -0.215, 0.226, 0.236, -0.353, 0.235, -0.367, -0.751, -0.190, 0.192, 0.278, -0.239, -0.198, -0.224, -0.361, -0.242, 0.185, -0.219, -0.700, -0.244, 1.099, -0.151, -0.242, -0.228, -0.775, -0.170, 0.183, 0.186, 0.199, -0.232, -0.218, 0.056, 0.238, 0.191, 0.191, -0.347, 0.620, -0.192]}


No. 3
{"formula": "C39H34N3P2Re", "method": "ωB97M-V with the def2-TZVPD basis set", "spin_multiplicity": 4, "e_homo_ev": [-16.347, -16.360], "gap_ev": [6.91, 6.01], "relative_energy_kcal_mol": 0.00, "total_charge": 3, "species": ["C", "C", "C", "H", "C", "C", "H", "H", "C", "H", "N", "C", "H", "H", "H", "C", "H", "C", "C", "H", "H", "H", "C", "C", "C", "C", "C", "H", "H", "H", "P", "C", "C", "H", "Re", "C", "H", "C", "H", "H", "C", "H", "C", "C", "H", "P", "C", "N", "C", "C", "H", "H", "H", "C", "C", "C", "C", "N", "H", "H", "H", "C", "C", "H", "C", "H", "C", "C", "H", "C", "H", "H", "C", "H", "C", "C", "H", "H", "C"], "positions_angstrom": [[-1.43, -5.03, 1.11], [6.31, 1.06, -0.07], [3.83, 2.29, -0.40], [-0.33, 1.91, -4.28], [-1.46, 4.15, 1.23], [-4.02, 0.61, -3.29], [-1.73, -1.72, -2.39], [7.28, 0.59, 0.06], [-2.09, -2.84, 0.41], [2.10, -3.38, -2.07], [0.02, 0.06, 2.23], [2.46, -2.41, 1.68], [0.89, -0.04, 5.38], [2.54, -4.51, 2.05], [-0.13, -3.32, 1.14], [-2.41, -0.41, 1.96], [-4.13, -2.63, -0.30], [-3.37, -3.30, 0.10], [-1.73, 4.69, 0.00], [2.53, 1.71, 2.95], [-5.07, 1.91, -1.95], [2.31, -1.00, -1.43], [-0.62, 2.49, -3.40], [3.95, 1.08, 0.30], [0.40, -0.06, 4.42], [0.99, 0.21, 3.23], [-3.07, -0.40, -3.42], [-2.91, 0.55, 1.79], [-2.16, 5.41, -2.60], [-2.86, -0.82, -4.40], [-1.82, -1.07, 0.35], [2.41, -1.41, 0.70], [-0.99, -0.36, 4.17], [0.01, 0.05, -2.50], [0.25, 0.30, 0.27], [2.44, -3.73, 1.30], [-2.94, -6.54, 0.98], [2.18, -3.10, -1.02], [-1.73, -0.62, 4.91], [3.17, 0.14, 3.38], [-1.12, -3.69, 0.91], [-2.23, 5.65, -0.09], [5.19, 0.46, 0.47], [2.30, -4.08, -0.05], [-1.73, 4.66, 2.15], [2.51, 0.34, 1.05], [-0.83, 2.91, 1.32], [-0.46, 2.23, 0.23], [4.97, 2.87, -0.94], [-4.32, 1.13, -2.04], [2.30, -5.12, -0.34], [7.09, 2.71, -1.19], [4.90, 3.80, -1.48], [6.20, 2.25, -0.77], [2.24, -1.76, -0.66], [-1.65, 4.46, -2.48], [2.37, 0.64, 2.83], [0.40, 0.78, -1.90], [-4.66, -5.00, 0.08], [1.37, 0.90, -2.19], [-3.94, 1.05, 0.06], [-2.70, -5.50, 0.82], [-1.37, 3.99, -1.17], [-4.55, 0.97, -4.17], [-0.33, 2.03, -2.15], [-0.68, -5.71, 1.50], [-1.20, -0.28, 2.84], [-0.71, 2.76, -1.02], [-3.15, -1.10, 2.38], [-1.30, 3.71, -3.57], [5.27, -0.48, 1.01], [-1.52, 4.07, -4.57], [-2.43, -0.89, -2.30], [2.87, 2.77, -0.51], [-3.67, -4.63, 0.31], [-3.68, 0.65, -0.91], [2.57, -2.15, 2.73], [-0.62, 2.46, 2.28], [-2.74, -0.37, -1.03]], "lowdin_charge": [-0.044, -0.029, -0.098, 0.141, 0.011, -0.035, 0.115, 0.128, -0.364, 0.127, -0.212, -0.052, 0.132, 0.134, 0.074, -0.204, 0.119, -0.066, 0.072, 0.113, 0.124, 0.090, 0.029, -0.374, 0.022, -0.360, -0.048, 0.082, 0.141, 0.124, 0.997, -0.400, 0.022, 0.102, 1.372, -0.034, 0.127, -0.036, 0.131, 0.118, -0.082, 0.149, -0.060, -0.022, 0.136, 0.963, -0.057, -0.063, -0.045, -0.041, 0.134, 0.129, 0.123, -0.019, -0.121, 0.030, -0.203, -0.010, 0.126, 0.114, 0.104, -0.026, -0.123, 0.126, -0.229, 0.119, -0.355, -0.169, 0.118, -0.007, 0.120, 0.133, -0.123, 0.095, -0.030, -0.072, 0.122, 0.125, -0.398]}